Density functional theory data (wB97M-V/def2-TZVPD) for a structure of composition H12LiO6.

```
19
Properties=species:S:1:pos:R:3:nbo_charge:R:1
O 6.06 -23.64 15.96 -0.9407
O 8.82 -24.38 16.36 -0.9802
O 6.59 -26.85 16.64 -0.9763
O 8.41 -27.42 19.13 -0.9587
O 9.57 -27.30 16.61 -0.9587
O 7.73 -24.62 18.92 -0.9718
Li 8.25 -25.94 17.55 0.8885
H 7.66 -24.79 19.87 0.4939
H 9.58 -27.56 15.68 0.4981
H 8.27 -27.08 20.02 0.4903
H 9.64 -24.00 16.72 0.5056
H 5.99 -26.66 15.91 0.5073
H 7.02 -23.71 15.91 0.4711
H 9.54 -28.14 17.08 0.4814
H 7.41 -23.72 18.81 0.5015
H 6.50 -27.79 16.81 0.4909
H 8.96 -24.36 15.40 0.5042
H 5.87 -23.26 16.82 0.4645
H 9.22 -27.94 19.23 0.4889
```

## Properties
E: -12681.758 eV
Charge: +1
Relative energy (zero: lowest compared OMol25 entry of this formula, charge and spin): 39.7 kJ/mol
Lowest unoccupied orbital energy: -3.42 eV
E_HOMO: -14.42 eV
Frontier orbital gap: 11.00 eV